Density functional theory data (wB97M-V/def2-TZVPD) for C26H35AsBrFN7O5SV as an isolated structure.

The spin multiplicity is 4. Its LUMO energy (alpha / beta) is -2.79 / -2.79 eV. The calculation puts the HOMO energy (alpha / beta) at -6.7 / -9.7 eV. As for the net charge: +1. The gap between HOMO and LUMO (alpha / beta) comes out at 3.92 / 6.95 eV.

Geometry (Å):
V (-2.934, 0.539, 0.266)
C (4.264, -0.088, 3.301)
C (3.669, 1.119, 2.589)
N (2.436, 0.801, 1.883)
C (1.242, 1.072, 2.487)
C (0.046, 0.789, 1.927)
C (-1.177, 1.208, 2.677)
O (-1.113, 1.536, 3.847)
O (-2.292, 1.199, 2.001)
C (-0.010, 0.154, 0.649)
O (-1.136, -0.213, 0.078)
C (1.213, -0.120, 0.010)
C (1.234, -0.726, -1.278)
C (2.438, -0.991, -1.881)
F (2.444, -1.528, -3.136)
C (3.655, -0.730, -1.283)
C (3.649, -0.120, -0.007)
C (2.462, 0.191, 0.629)
N (4.912, -0.977, -1.929)
C (5.130, -2.318, -2.428)
C (6.612, -2.520, -2.682)
N (7.061, -1.486, -3.685)
C (6.763, -0.084, -3.216)
C (5.281, 0.021, -2.915)
H (5.200, 0.183, 3.791)
H (4.460, -0.901, 2.603)
H (3.573, -0.453, 4.062)
H (4.375, 1.551, 1.879)
H (3.432, 1.900, 3.311)
H (1.281, 1.547, 3.458)
H (0.305, -0.940, -1.784)
H (4.607, 0.056, 0.460)
H (4.573, -2.529, -3.355)
H (4.799, -3.038, -1.681)
H (6.831, -3.502, -3.097)
H (7.193, -2.357, -1.777)
H (6.560, -1.649, -4.562)
H (8.056, -1.589, -3.882)
H (7.078, 0.604, -3.999)
H (7.353, 0.079, -2.316)
H (4.704, -0.082, -3.851)
H (5.078, 1.013, -2.514)
N (-3.166, -1.270, -1.207)
N (-3.040, -1.037, -2.582)
C (-2.841, 0.211, -3.064)
N (-2.905, 0.301, -4.405)
S (-2.500, 1.561, -2.136)
H (-2.505, -1.983, -0.921)
H (-4.132, -1.506, -0.988)
H (-3.431, -1.737, -3.194)
H (-3.047, -0.496, -5.000)
H (-2.739, 1.197, -4.826)
Br (-1.333, 3.788, 0.418)
C (-3.199, 3.715, 0.711)
C (-3.850, 4.861, 1.129)
C (-5.226, 4.817, 1.273)
C (-5.899, 3.647, 0.960)
C (-5.161, 2.562, 0.547)
N (-3.823, 2.570, 0.453)
C (-5.806, 1.251, 0.144)
O (-7.004, 1.100, 0.216)
O (-4.938, 0.367, -0.255)
H (-3.284, 5.759, 1.326)
H (-5.763, 5.693, 1.610)
H (-6.973, 3.548, 1.022)
C (-3.173, -1.113, 3.842)
As (-3.785, -1.318, 2.019)
C (-5.695, -1.532, 2.263)
C (-3.265, -3.168, 1.682)
H (-3.631, -1.864, 4.484)
H (-3.426, -0.111, 4.184)
H (-2.089, -1.208, 3.875)
H (-5.908, -2.378, 2.915)
H (-6.178, -1.665, 1.297)
H (-6.096, -0.620, 2.706)
H (-3.532, -3.800, 2.528)
H (-2.187, -3.211, 1.529)
H (-3.775, -3.550, 0.796)

Löwdin population analysis, charges in e, atoms 1 to 6: V 0.7079; C -0.0654; C -0.2016; N -0.0351; C 0.0199; C -0.0721